Entry 1:
# C10H16N2

A structure of composition C10H16N2 (ωB97M-V/def2-TZVPD, OMol25).

- Gap between HOMO and LUMO: 9.176 eV
- ΔE to the lowest compared entry with this formula, charge and spin: 10.8620 eV
- Highest occupied orbital energy: -8.67 eV
- DFT total energy: -499.72061 Eh

Each line ends with the Löwdin charge.
Cartesian coordinates (Å):
1 C -2.466 -3.026 -1.085  -0.149
2 C -1.727 -2.212 0.979  -0.231
3 C -0.690 -1.222 1.420  -0.213
4 C 0.136 -0.693 0.286  -0.284
5 C -0.692 -1.238 -1.035  -0.188
6 C 0.731 0.626 0.308  -0.281
7 C 0.825 1.056 -0.961  0.004
8 C 1.805 3.243 -0.594  -0.245
9 C 1.577 2.925 0.916  -0.150
10 C 1.415 1.383 1.277  -0.157
11 H -2.245 -4.223 -0.451  0.147
12 H -3.665 -2.423 -0.333  0.153
13 H -2.096 -2.726 -2.526  0.181
14 H -1.777 -3.037 1.815  0.135
15 H -2.839 -1.774 0.971  0.089
16 H -1.304 -0.248 1.433  0.131
17 H -0.295 -1.416 2.508  0.148
18 H 0.812 -1.585 0.233  0.155
19 H -1.290 -0.487 -1.377  0.077
20 H 0.039 -1.595 -1.656  0.089
21 H 0.068 0.685 -1.832  0.142
22 H 2.221 4.314 -1.220  0.170
23 H 0.695 3.731 1.202  0.157
24 H 2.287 3.388 1.597  0.075
25 H 0.873 1.305 2.348  0.163
26 H 2.406 0.959 1.545  0.129
27 N -1.170 -2.497 -0.493  -0.262
28 N 1.260 2.508 -1.412  0.014


Entry 2:
# C10H16N2O5

The molecule C10H16N2O5 (ωB97M-V/def2-TZVPD, OMol25).

- Gap between HOMO and LUMO: 9.171 eV
- SMILES: O=C(O)CC[C@H](NC(=O)[C@@H]1CCCN1)C(=O)O
- ΔE to the lowest compared entry with this formula, charge and spin: 7.3506 eV
- Highest occupied orbital energy: -9.26 eV
- DFT total energy: -876.16222 Eh

Each line ends with the Löwdin charge.
Cartesian coordinates (Å):
1 O 4.738 -1.807 -0.236  0.035
2 C 3.894 -0.837 -0.333  -0.413
3 O 4.187 0.516 -0.553  -0.038
4 C 2.436 -1.147 -0.026  -0.081
5 C 2.104 -0.117 1.111  -0.124
6 C 0.880 0.760 1.062  -0.238
7 N -0.363 0.147 1.071  0.055
8 C -1.141 -0.727 0.283  -0.342
9 O -0.614 -1.521 -0.478  0.052
10 C -2.713 -0.791 0.615  -0.323
11 C -3.450 -1.443 -0.642  -0.165
12 C -4.344 -0.167 -1.316  -0.152
13 C -4.762 0.566 0.128  -0.149
14 N -3.439 0.348 0.918  -0.065
15 C 0.770 1.717 -0.246  -0.480
16 O -0.314 2.043 -0.656  0.116
17 O 1.891 2.265 -0.617  0.103
18 H 5.277 0.756 -0.552  0.248
19 H 1.960 -1.081 -0.958  0.106
20 H 2.212 -2.133 0.146  0.095
21 H 3.182 0.359 1.358  0.158
22 H 2.114 -0.773 2.021  0.131
23 H 0.818 1.389 2.070  0.201
24 H -0.977 0.607 1.730  0.129
25 H -2.770 -1.497 1.414  0.122
26 H -4.256 -2.329 -0.276  0.132
27 H -2.720 -2.209 -1.412  0.164
28 H -5.306 -0.689 -2.083  0.155
29 H -3.573 0.581 -2.010  0.145
30 H -4.961 1.649 0.213  0.098
31 H -5.441 0.011 0.854  0.112
32 H -2.980 1.037 0.441  0.041
33 H 2.889 2.001 -0.395  0.173


Entry 3:
# C10H16N2O6P

A cluster of 2 separate species, C10H16N2O6P in total (ωB97M-V/def2-TZVPD, OMol25).

- Gap between HOMO and LUMO: 4.323 eV
- Total charge: -1
- ΔE to the lowest compared entry with this formula, charge and spin: 0.0000 eV
- Highest occupied orbital energy: -3.04 eV
- DFT total energy: -1292.96334 Eh

Each line ends with the Löwdin charge.
Cartesian coordinates (Å):
1 C 0.364 -4.143 2.617  -0.137
2 O -0.160 -4.938 1.568  -0.197
3 C -1.176 -4.312 0.790  -0.260
4 C -0.704 -4.035 -0.636  -0.200
5 C 0.449 -3.025 -0.739  -0.393
6 N -0.014 -1.660 -1.033  -0.320
7 P 0.531 -0.555 0.014  0.647
8 N -0.317 -0.949 1.551  -0.205
9 O 2.177 -0.862 0.375  -0.362
10 H 1.337 -3.752 2.306  0.068
11 H 0.545 -4.810 3.464  0.071
12 H -0.283 -3.323 2.910  0.059
13 H -1.622 -3.434 1.257  0.097
14 H -1.982 -5.053 0.698  0.102
15 H -1.564 -3.750 -1.242  0.097
16 H -0.366 -5.008 -1.012  0.095
17 H 1.063 -3.115 0.164  0.060
18 H 1.081 -3.355 -1.576  0.083
19 H -1.257 -0.613 1.374  -0.009
20 H 0.054 -0.384 2.313  -0.010
21 H 2.306 -1.095 1.306  0.006
22 C -0.962 3.753 -2.044  0.080
23 C -1.162 5.047 -1.776  -0.252
24 C -0.234 5.825 -0.900  -0.340
25 O -0.468 7.013 -0.712  0.061
26 C 0.894 5.131 -0.311  0.056
27 C 1.097 3.828 -0.575  -0.246
28 C 0.190 3.059 -1.473  -0.338
29 O 0.454 1.894 -1.678  0.036
30 O 2.104 3.140 -0.058  0.104
31 O -2.202 5.736 -2.273  0.080
32 H -1.626 3.182 -2.678  0.134
33 H 1.547 5.699 0.337  0.125
34 H 2.007 2.222 -0.402  0.103
35 H -2.100 6.641 -1.924  0.106


Entry 4:
# C10H16N3

A cluster of 2 separate species, C10H16N3 in total (ωB97M-V/def2-TZVPD, OMol25).

- Gap between HOMO and LUMO (spin up / spin down): 6.296 / 6.301 eV
- Total charge: +1
- ΔE to the lowest compared entry with this formula, charge and spin: 4.8893 eV
- Highest occupied orbital energy (spin up / spin down): -12.69 / -12.69 eV
- DFT total energy: -554.50226 Eh

Each line ends with the Löwdin charge.
Cartesian coordinates (Å):
1 C -0.083 1.662 1.352  -0.171
2 C 1.561 -1.970 -1.783  -0.028
3 C 0.582 -2.849 -1.364  -0.056
4 C 0.101 -0.690 -0.736  0.006
5 C -0.457 -0.675 2.878  -0.099
6 C 1.364 1.806 -1.843  -0.056
7 C -2.312 1.487 0.194  -0.028
8 C -1.594 -0.202 2.066  -0.234
9 C 2.086 0.440 -1.708  -0.177
10 C -1.278 0.956 1.148  -0.137
11 N 0.923 2.217 1.513  0.276
12 N 1.197 -0.656 -1.488  -0.112
13 N -0.271 -2.061 -0.618  0.019
14 H 2.464 -2.082 -2.211  0.090
15 H 0.598 -3.948 -1.336  0.133
16 H -0.093 0.082 3.574  0.090
17 H 0.335 -0.919 2.159  0.075
18 H -0.688 -1.664 3.451  0.133
19 H 0.363 1.815 -1.818  0.003
20 H 1.729 2.433 -2.683  0.097
21 H 1.634 2.363 -0.902  0.067
22 H -2.054 1.529 -0.879  0.095
23 H -2.574 2.574 0.510  0.142
24 H -3.342 0.925 0.340  0.138
25 H -2.495 0.073 2.599  0.145
26 H -1.951 -1.038 1.436  0.122
27 H 2.949 0.479 -0.973  0.152
28 H 2.560 0.223 -2.680  0.126
29 H -1.253 -2.311 -0.200  0.188


Entry 5:
# C10H16N3O

The ion C10H16N3O with charge +1 (ωB97M-V/def2-TZVPD, OMol25).

- Gap between HOMO and LUMO: 9.830 eV
- Total charge: +1
- SMILES: C[C@@](CO)([NH+]=C(N)N)c1ccccc1
- ΔE to the lowest compared entry with this formula, charge and spin: 0.0878 eV
- Highest occupied orbital energy: -12.59 eV
- DFT total energy: -629.89522 Eh

Each line ends with the Löwdin charge.
Cartesian coordinates (Å):
1 C 0.646 2.132 -0.452  -0.025
2 C 0.485 0.639 -0.311  -0.464
3 C 1.243 -0.078 -1.546  -0.245
4 O 2.594 -0.222 -1.390  -0.051
5 N 1.192 0.192 0.861  0.125
6 C 1.384 -1.009 1.321  -0.408
7 N 2.384 -1.115 2.282  0.176
8 N 0.617 -2.010 0.956  0.243
9 C -1.021 0.313 -0.231  -0.238
10 C -1.664 -0.259 -1.276  -0.057
11 C -3.027 -0.584 -1.205  -0.063
12 C -3.756 -0.402 -0.039  -0.070
13 C -3.072 0.123 1.042  -0.065
14 C -1.730 0.535 0.926  -0.049
15 H 1.790 2.467 -0.327  0.137
16 H 0.017 2.521 -1.287  0.111
17 H 0.098 2.542 0.536  0.131
18 H 0.857 0.546 -2.520  0.180
19 H 0.878 -1.178 -1.487  0.134
20 H 3.004 0.633 -1.783  0.158
21 H 1.913 0.846 1.228  0.179
22 H 2.795 -1.963 2.779  0.167
23 H 2.529 -0.299 2.819  0.094
24 H 0.917 -2.971 1.158  0.157
25 H -0.326 -1.914 0.640  0.121
26 H -1.308 -0.578 -2.294  0.137
27 H -3.568 -0.812 -2.126  0.117
28 H -4.759 -0.827 0.134  0.124
29 H -3.472 0.166 2.077  0.122
30 H -1.293 1.002 1.822  0.124


Entry 6:
# C10H16N4

A cluster of 2 separate species, C10H16N4 in total (ωB97M-V/def2-TZVPD, OMol25).

- Gap between HOMO and LUMO (spin up / spin down): 7.969 / 8.006 eV
- ΔE to the lowest compared entry with this formula, charge and spin: 4.4178 eV
- Highest occupied orbital energy (spin up / spin down): -8.19 / -8.83 eV
- DFT total energy: -609.48575 Eh

Each line ends with the Löwdin charge.
Cartesian coordinates (Å):
1 C -0.998 -2.058 -0.114  -0.288
2 C 1.667 -1.657 -0.035  -0.121
3 C 2.747 0.167 0.047  -0.371
4 C 3.989 1.104 0.083  -0.003
5 C -0.741 -1.004 2.352  0.131
6 C -2.895 -0.137 -0.576  -0.033
7 C -1.360 1.662 0.342  -0.046
8 C -0.949 0.830 -1.838  -0.054
9 C -0.601 -0.715 -0.133  -0.164
10 C -1.532 0.472 -0.554  -0.572
11 N -1.198 -3.172 -0.303  0.196
12 N 2.894 -1.183 0.035  0.121
13 N 1.488 0.539 -0.020  0.152
14 N 0.792 -0.642 -0.091  -0.079
15 H 1.478 -2.661 -0.294  0.118
16 H 4.266 1.325 1.097  0.060
17 H 4.813 0.481 -0.449  0.111
18 H 3.767 1.983 -0.422  0.035
19 H -1.565 -0.513 2.718  -0.014
20 H 0.159 -0.344 2.446  0.038
21 H -0.494 -2.027 2.427  0.009
22 H -3.078 -0.728 0.297  0.082
23 H -3.585 0.687 -0.795  0.112
24 H -2.989 -0.948 -1.231  0.070
25 H -2.111 2.049 1.026  0.086
26 H -1.150 2.559 -0.337  0.109
27 H -0.370 1.579 0.781  0.055
28 H -0.024 1.275 -1.713  0.060
29 H -0.714 -0.140 -2.312  0.115
30 H -1.706 1.217 -2.434  0.086


Copy entry 1 word for word.
# C10H16N2

A structure of composition C10H16N2 (ωB97M-V/def2-TZVPD, OMol25).

- Gap between HOMO and LUMO: 9.176 eV
- ΔE to the lowest compared entry with this formula, charge and spin: 10.8620 eV
- Highest occupied orbital energy: -8.67 eV
- DFT total energy: -499.72061 Eh

Each line ends with the Löwdin charge.
Cartesian coordinates (Å):
1 C -2.466 -3.026 -1.085  -0.149
2 C -1.727 -2.212 0.979  -0.231
3 C -0.690 -1.222 1.420  -0.213
4 C 0.136 -0.693 0.286  -0.284
5 C -0.692 -1.238 -1.035  -0.188
6 C 0.731 0.626 0.308  -0.281
7 C 0.825 1.056 -0.961  0.004
8 C 1.805 3.243 -0.594  -0.245
9 C 1.577 2.925 0.916  -0.150
10 C 1.415 1.383 1.277  -0.157
11 H -2.245 -4.223 -0.451  0.147
12 H -3.665 -2.423 -0.333  0.153
13 H -2.096 -2.726 -2.526  0.181
14 H -1.777 -3.037 1.815  0.135
15 H -2.839 -1.774 0.971  0.089
16 H -1.304 -0.248 1.433  0.131
17 H -0.295 -1.416 2.508  0.148
18 H 0.812 -1.585 0.233  0.155
19 H -1.290 -0.487 -1.377  0.077
20 H 0.039 -1.595 -1.656  0.089
21 H 0.068 0.685 -1.832  0.142
22 H 2.221 4.314 -1.220  0.170
23 H 0.695 3.731 1.202  0.157
24 H 2.287 3.388 1.597  0.075
25 H 0.873 1.305 2.348  0.163
26 H 2.406 0.959 1.545  0.129
27 N -1.170 -2.497 -0.493  -0.262
28 N 1.260 2.508 -1.412  0.014


Please write out number 6 again, unchanged.
# C10H16N4

A cluster of 2 separate species, C10H16N4 in total (ωB97M-V/def2-TZVPD, OMol25).

- Gap between HOMO and LUMO (spin up / spin down): 7.969 / 8.006 eV
- ΔE to the lowest compared entry with this formula, charge and spin: 4.4178 eV
- Highest occupied orbital energy (spin up / spin down): -8.19 / -8.83 eV
- DFT total energy: -609.48575 Eh

Each line ends with the Löwdin charge.
Cartesian coordinates (Å):
1 C -0.998 -2.058 -0.114  -0.288
2 C 1.667 -1.657 -0.035  -0.121
3 C 2.747 0.167 0.047  -0.371
4 C 3.989 1.104 0.083  -0.003
5 C -0.741 -1.004 2.352  0.131
6 C -2.895 -0.137 -0.576  -0.033
7 C -1.360 1.662 0.342  -0.046
8 C -0.949 0.830 -1.838  -0.054
9 C -0.601 -0.715 -0.133  -0.164
10 C -1.532 0.472 -0.554  -0.572
11 N -1.198 -3.172 -0.303  0.196
12 N 2.894 -1.183 0.035  0.121
13 N 1.488 0.539 -0.020  0.152
14 N 0.792 -0.642 -0.091  -0.079
15 H 1.478 -2.661 -0.294  0.118
16 H 4.266 1.325 1.097  0.060
17 H 4.813 0.481 -0.449  0.111
18 H 3.767 1.983 -0.422  0.035
19 H -1.565 -0.513 2.718  -0.014
20 H 0.159 -0.344 2.446  0.038
21 H -0.494 -2.027 2.427  0.009
22 H -3.078 -0.728 0.297  0.082
23 H -3.585 0.687 -0.795  0.112
24 H -2.989 -0.948 -1.231  0.070
25 H -2.111 2.049 1.026  0.086
26 H -1.150 2.559 -0.337  0.109
27 H -0.370 1.579 0.781  0.055
28 H -0.024 1.275 -1.713  0.060
29 H -0.714 -0.140 -2.312  0.115
30 H -1.706 1.217 -2.434  0.086